# 1
A molecular structure, C37H34BBrN13O3Y at a distorted geometry, computed with wB97M-V/def2-TZVPD.

## Properties
- ΔE to the lowest compared entry with this formula, charge and spin (kcal per mole) = 30.2
- E_tot (eV) = -136197.714
- HOMO (spin up / spin down) (hartree) = -0.380 / -0.380

Structure (ORCA input):
```
! RIJCOSX wB97M-V def2-TZVPD def2/J DEFGRID3
* xyz 1 2
Y 0.092 0.404 -0.280
C 0.166 -0.515 3.732
C -0.886 -1.007 2.787
C -1.794 -2.028 3.062
C -2.657 -2.041 1.988
N -2.278 -1.079 1.125
N -1.165 -0.448 1.594
B -3.143 -0.637 -0.106
N -3.174 0.911 -0.230
C -4.256 1.681 -0.457
C -3.830 2.915 -0.876
C -2.432 2.829 -0.908
C -1.502 3.893 -1.391
N -2.039 1.619 -0.510
N -2.532 -1.152 -1.453
C -3.189 -1.717 -2.481
C -2.448 -1.549 -3.627
C -1.313 -0.843 -3.230
C -0.242 -0.308 -4.129
N -1.348 -0.620 -1.908
N -4.536 -1.171 0.174
C -5.342 -0.734 1.181
C -6.351 -1.639 1.335
C -6.080 -2.648 0.376
C -6.849 -3.903 0.111
N -4.981 -2.370 -0.304
H -0.147 -0.745 4.748
H 1.131 -1.000 3.570
H 0.294 0.560 3.654
H -1.822 -2.657 3.937
H -3.523 -2.659 1.795
H -5.257 1.298 -0.342
H -4.439 3.764 -1.144
H -2.043 4.561 -2.058
H -1.108 4.485 -0.567
H -0.655 3.472 -1.929
H -4.140 -2.196 -2.313
H -2.702 -1.875 -4.624
H -0.685 -0.048 -5.088
H 0.217 0.583 -3.713
H 0.540 -1.042 -4.325
H -5.131 0.177 1.724
H -7.178 -1.589 2.028
H -7.893 -3.683 -0.112
H -6.414 -4.438 -0.733
H -6.829 -4.559 0.982
O 5.901 -1.226 4.495
N 5.916 -1.921 3.497
O 6.835 -2.637 3.161
C 4.765 -1.817 2.566
C 4.531 -2.896 1.807
C 3.468 -2.899 0.854
C 3.232 -3.997 0.015
C 2.263 -3.903 -0.947
C 1.528 -2.719 -1.030
N 1.696 -1.689 -0.222
C 2.663 -1.765 0.715
C 2.886 -0.623 1.578
N 2.025 0.413 1.457
C 2.210 1.475 2.216
C 3.270 1.587 3.118
C 4.139 0.542 3.263
C 3.950 -0.626 2.493
H 5.159 -3.770 1.917
H 3.827 -4.896 0.131
H 2.051 -4.718 -1.626
H 0.779 -2.601 -1.810
H 1.491 2.275 2.106
H 3.389 2.495 3.693
H 4.954 0.602 3.966
O 0.667 2.469 0.057
C 1.461 3.452 -0.303
C 1.350 4.699 0.336
C 2.120 5.778 -0.036
C 3.052 5.654 -1.067
C 3.197 4.433 -1.681
C 2.429 3.316 -1.311
C 2.656 2.027 -1.963
N 1.966 0.890 -1.849
C 2.611 -0.039 -2.661
C 3.676 0.526 -3.262
N 3.693 1.827 -2.810
H 0.611 4.782 1.126
H 1.997 6.730 0.467
H 3.649 6.500 -1.382
H 3.923 4.357 -2.484
H 2.262 -1.048 -2.768
H 4.407 0.134 -3.950
H 4.378 2.517 -3.058
Br -1.139 -3.944 0.121
*
```

For reference, the Mulliken charges in units of e are: Y 2.042; C -1.342; C 0.634; C -1.125; C -0.700; N 1.905; N -0.972; B 0.312; N 0.620; C -0.247; C -1.781; C 0.750; C -1.229; N -0.518; N 0.984; C -0.313; C -1.709; C 0.422; C -1.324; N 0.352; N 0.551; C -0.369; C -1.272; C 0.637; C -1.290; N -1.098; H 0.509; H 0.085; H 0.285; H 0.534; H 0.470; H 0.568; H 0.511; H 0.442; H 0.157; H 0.179; H 0.653; H 0.543; H 0.456; H 0.199; H 0.210; H 0.651; H 0.446; H 0.326; H 0.354; H 0.273; O -0.588; N 0.956; O -0.569; C -0.007; C -0.874; C 1.440; C -1.020; C -0.976; C -1.157; N 1.040; C -0.832; C -0.603; N 0.888; C -0.916; C -1.546; C -1.073; C 1.282; H 0.558; H 0.478; H 0.534; H 0.693; H 1.065; H 0.514; H 0.583; O 0.382; C -0.025; C -0.374; C -0.697; C -0.922; C -1.209; C 0.680; C -0.161; N 0.955; C -0.994; C -1.187; N -0.067; H 0.593; H 0.459; H 0.423; H 0.341; H 0.565; H 0.467; H 0.152; Br -0.020

# 2
A molecular structure, C34H50BaN9O2P2, computed with wB97M-V/def2-TZVPD.

## Properties
- ΔE to the lowest compared entry with this formula, charge and spin (kcal per mole) = 0.0
- E_tot (eV) = -72846.145
- HOMO (hartree) = -0.365

Structure (ORCA input):
```
! RIJCOSX wB97M-V def2-TZVPD def2/J DEFGRID3
* xyz 1 1
Ba 0.008 -0.291 0.066
O -6.572 -1.526 -0.901
C -6.168 -1.172 0.212
O -6.514 -1.481 1.368
C -4.921 -0.248 0.166
C -4.270 0.121 1.332
C -3.032 0.740 1.254
N -2.438 1.008 0.085
C -3.104 0.723 -1.044
C -4.345 0.107 -1.044
C -2.397 1.030 -2.320
C -3.107 1.370 -3.467
C -2.413 1.641 -4.632
C -1.027 1.569 -4.622
C -0.402 1.222 -3.438
N -1.060 0.951 -2.309
C -2.269 1.081 2.491
C -2.941 1.377 3.673
C -2.206 1.677 4.806
C -0.822 1.661 4.731
C -0.238 1.348 3.517
N -0.932 1.068 2.412
H -4.730 -0.159 2.272
H -4.858 -0.189 -1.951
H -4.186 1.436 -3.434
H -2.944 1.915 -5.534
H -0.444 1.783 -5.506
H 0.679 1.158 -3.384
H -4.021 1.393 3.692
H -2.706 1.925 5.733
H -0.206 1.887 5.590
H 0.842 1.312 3.427
C 3.612 -1.560 4.380
N 3.338 -0.272 3.768
C 4.236 0.823 4.132
C 3.733 1.953 3.252
N 3.247 1.205 2.106
C 2.600 1.885 1.012
C 2.872 -0.069 2.485
N 2.175 -0.801 1.689
C 1.804 -2.180 1.991
C 0.541 -2.286 2.854
N -0.639 -2.138 2.002
C -1.783 -2.592 2.453
N -2.779 -2.987 1.626
C -2.712 -2.851 0.200
C -4.007 -3.312 2.353
C -3.479 -3.475 3.780
N -2.196 -2.773 3.737
C -1.612 -2.187 4.920
H 3.952 -1.373 5.397
H 4.396 -2.115 3.856
H 2.716 -2.171 4.445
H 5.275 0.568 3.893
H 4.163 1.040 5.196
H 4.516 2.652 2.965
H 2.925 2.513 3.742
H 3.158 2.790 0.779
H 1.566 2.178 1.246
H 2.616 1.245 0.127
H 2.625 -2.756 2.420
H 1.576 -2.668 1.033
H 0.619 -1.518 3.634
H 0.535 -3.260 3.358
H -1.761 -3.248 -0.159
H -2.814 -1.809 -0.129
H -3.533 -3.408 -0.250
H -4.438 -4.236 1.967
H -4.763 -2.529 2.257
H -3.335 -4.524 4.051
H -4.138 -3.015 4.515
H -2.409 -2.008 5.642
H -1.162 -1.223 4.684
H -0.863 -2.827 5.395
C 4.328 -1.247 -1.017
P 2.824 -0.812 -1.963
C 3.530 0.283 -3.256
C 2.563 -2.349 -2.948
C 1.213 -2.341 -3.675
P -0.191 -2.594 -2.505
C -1.625 -2.418 -3.629
C -0.122 -4.416 -2.306
H 5.117 -1.628 -1.667
H 4.080 -1.999 -0.267
H 4.696 -0.366 -0.490
H 4.441 -0.143 -3.679
H 3.757 1.268 -2.846
H 2.806 0.414 -4.062
H 2.619 -3.198 -2.260
H 3.388 -2.466 -3.655
H 1.181 -3.115 -4.446
H 1.053 -1.385 -4.183
H -1.543 -3.080 -4.493
H -1.696 -1.386 -3.976
H -2.546 -2.655 -3.092
H -0.092 -4.915 -3.277
H -1.000 -4.765 -1.763
H 0.759 -4.703 -1.731
*
```

For reference, the Mulliken charges in units of e are: Ba 0.519; O -0.737; C 0.292; O -0.748; C -0.783; C -0.650; C 1.596; N -0.717; C 1.589; C -0.731; C -0.757; C -0.589; C -0.633; C -0.732; C -0.486; N 0.519; C -0.200; C -0.627; C -0.812; C -0.868; C 0.001; N 0.425; H 0.634; H 0.640; H 0.518; H 0.445; H 0.454; H 0.438; H 0.566; H 0.446; H 0.516; H 0.114; C -0.911; N 0.312; C -0.720; C -0.472; N 0.270; C -0.262; C -0.681; N 0.400; C -1.915; C -0.384; N 0.441; C -0.124; N 0.159; C -0.692; C -0.149; C -0.718; N 0.148; C -0.815; H 0.340; H 0.317; H 0.286; H 0.391; H 0.411; H 0.421; H 0.242; H 0.397; H 0.134; H -0.456; H 0.504; H 0.140; H 0.234; H 0.520; H 0.147; H -0.089; H 0.473; H 0.461; H -0.076; H 0.272; H 0.450; H 0.335; H 0.170; H 0.268; C -1.421; P 1.412; C -1.569; C -1.389; C -0.908; P 1.244; C -1.345; C -1.584; H 0.535; H 0.269; H 0.370; H 0.429; H 0.392; H 0.402; H 0.344; H 0.603; H 0.621; H 0.359; H 0.501; H 0.195; H 0.367; H 0.465; H 0.484; H 0.405

# 3
A molecular structure, C18H34BrFNNiO7PS at a distorted geometry, computed with wB97M-V/def2-TZVPD.

## Properties
- E_tot (eV) = -168947.636
- HOMO (spin up / spin down) (hartree) = -0.505 / -0.505

Structure (ORCA input):
```
! RIJCOSX wB97M-V def2-TZVPD def2/J DEFGRID3
* xyz 2 3
C -2.633 -2.944 1.038
C -2.429 -2.947 -0.468
O -2.696 -1.637 -0.947
C -1.972 -1.293 -2.096
C -1.998 0.222 -2.280
C -2.260 0.574 -3.735
C -1.052 0.325 -4.625
N -0.247 -0.637 -4.499
O -0.767 0.926 -2.039
C -0.235 0.871 -0.717
C -1.258 0.936 0.400
C -0.620 1.356 1.747
C -1.428 2.443 2.445
C -2.719 1.930 3.068
O -3.617 3.042 3.262
C -4.813 2.857 2.583
C -4.947 3.586 1.272
O -5.710 2.160 3.051
C 0.749 -0.306 -0.559
F 0.181 -1.349 0.113
O 1.846 0.132 0.236
C 3.089 -0.337 -0.075
Br 3.864 0.505 -1.695
C 3.987 0.069 1.154
S 5.523 0.830 0.693
C 6.769 -0.473 0.643
C 6.592 -1.555 1.703
P 3.123 -2.191 -0.372
O 4.659 -2.349 -0.889
O 3.029 -2.726 1.153
H -2.254 -3.847 1.500
H -2.094 -2.086 1.435
H -3.677 -2.773 1.273
H -3.132 -3.658 -0.898
H -1.406 -3.251 -0.679
H -0.963 -1.701 -2.107
H -2.467 -1.751 -2.957
H -2.843 0.641 -1.741
H -3.118 0.045 -4.137
H -2.520 1.664 -3.762
H -0.914 1.049 -5.476
H 0.489 -0.611 -5.200
H 0.392 1.752 -0.605
H -1.982 1.704 0.136
H -1.771 -0.003 0.558
H -0.594 0.477 2.385
H 0.396 1.717 1.620
H -0.818 2.854 3.246
H -1.617 3.284 1.781
H -2.491 1.571 4.065
H -3.200 1.153 2.479
H -4.170 4.327 1.132
H -5.909 4.083 1.295
H -4.946 2.868 0.459
H 1.081 -0.632 -1.543
H 4.118 -0.775 1.823
H 3.438 0.818 1.720
H 6.712 -0.911 -0.351
H 7.714 0.032 0.809
H 6.402 -1.133 2.684
H 7.504 -2.139 1.722
H 5.778 -2.231 1.472
H 4.884 -3.285 -0.934
H 2.682 -3.622 1.124
Ni -0.713 2.347 -3.891
*
```

For reference, the natural (NBO) charges in units of e are: C -0.617; C -0.065; O -0.546; C -0.101; C 0.080; C -0.485; C 0.001; N -0.528; O -0.605; C 0.069; C -0.460; C -0.401; C -0.418; C -0.070; O -0.548; C 0.802; C -0.737; O -0.526; C 0.433; F -0.339; O -0.540; C -0.042; Br 0.079; C -0.678; S 0.835; C -0.576; C -0.627; P 1.334; O -1.003; O -0.983; H 0.225; H 0.195; H 0.226; H 0.187; H 0.166; H 0.198; H 0.189; H 0.227; H 0.300; H 0.164; H 0.146; H 0.369; H 0.209; H 0.216; H 0.259; H 0.217; H 0.202; H 0.222; H 0.205; H 0.206; H 0.178; H 0.225; H 0.263; H 0.230; H 0.184; H 0.291; H 0.290; H 0.281; H 0.271; H 0.228; H 0.261; H 0.223; H 0.522; H 0.527; Ni 0.961

# 4
11 unconnected molecules or ions with the total composition C57H88N12O5P at a distorted geometry, computed with wB97M-V/def2-TZVPD.

## Properties
- E_tot (eV) = -97923.614
- HOMO (hartree) = -0.326

Structure (ORCA input):
```
! RIJCOSX wB97M-V def2-TZVPD def2/J DEFGRID3
* xyz 1 1
C 8.857 -3.045 4.294
C 9.402 -2.510 2.832
C 8.262 -2.489 1.654
C 7.409 -1.075 1.565
C 5.766 -1.296 1.757
C 4.873 0.000 1.301
C 3.554 -0.350 0.389
C 2.272 -0.939 1.224
C 1.216 0.250 1.743
C 0.641 -0.263 3.189
C -0.827 0.332 3.609
C -1.940 0.361 2.407
C -3.429 0.066 3.027
C -4.319 -1.031 2.189
C -5.585 -1.577 3.132
C -7.023 -0.874 2.753
N -8.101 -1.871 2.317
C -9.513 -1.434 2.666
O -9.959 -1.976 3.992
N -11.064 -2.762 3.806
O -10.730 -3.957 3.817
P -7.877 -2.217 0.576
O -7.865 -0.894 -0.339
O -9.106 -3.266 -0.109
O -6.321 -3.003 0.335
H 8.112 -2.244 4.729
H 8.369 -4.113 4.211
H 9.742 -3.150 5.084
H 9.940 -1.466 2.977
H 10.264 -3.263 2.495
H 8.841 -2.608 0.621
H 7.540 -3.406 1.853
H 7.845 -0.379 2.413
H 7.640 -0.605 0.501
H 5.623 -1.445 2.933
H 5.475 -2.308 1.213
H 5.574 0.710 0.671
H 4.523 0.544 2.293
H 3.910 -1.102 -0.464
H 3.241 0.640 -0.178
H 2.647 -1.553 2.170
H 1.707 -1.725 0.543
H 1.859 1.237 1.891
H 0.411 0.401 0.908
H 0.665 -1.432 3.278
H 1.407 0.139 4.011
H -1.247 -0.393 4.459
H -0.689 1.375 4.123
H -1.966 1.482 1.995
H -1.659 -0.302 1.469
H -3.402 -0.300 4.148
H -4.058 1.080 3.045
H -4.716 -0.651 1.154
H -3.644 -1.989 1.989
H -5.302 -1.363 4.249
H -5.739 -2.742 3.031
H -6.834 -0.054 1.939
H -7.465 -0.299 3.701
H -7.936 -2.776 2.846
H -10.284 -1.888 1.880
H -9.660 -0.261 2.678
H -9.483 -3.888 0.581
H -6.405 -3.719 -0.363
N -0.419 2.808 -0.631
C 0.408 2.593 -1.702
C -0.379 2.367 -2.809
C -1.729 2.455 -2.392
C -1.724 2.731 -1.043
H -0.114 2.995 0.316
H 1.483 2.617 -1.585
H -0.020 2.162 -3.810
H -2.609 2.331 -3.009
H -2.535 2.878 -0.343
N 4.114 -0.745 7.007
C 3.569 -1.183 8.185
C 2.395 -1.841 7.893
C 2.230 -1.803 6.487
C 3.307 -1.122 5.965
H 4.977 -0.224 6.919
H 4.061 -0.989 9.129
H 1.731 -2.300 8.613
H 1.413 -2.227 5.918
H 3.566 -0.874 4.945
N 2.510 -1.314 -6.107
C 2.698 -1.055 -4.774
C 2.249 0.222 -4.521
C 1.768 0.750 -5.742
C 1.938 -0.220 -6.705
H 2.753 -2.176 -6.576
H 3.135 -1.800 -4.122
H 2.265 0.718 -3.559
H 1.343 1.732 -5.903
H 1.704 -0.226 -7.761
N -1.586 3.956 6.427
C -2.131 3.517 7.605
C -3.305 2.859 7.313
C -3.470 2.898 5.908
C -2.393 3.578 5.386
H -0.723 4.476 6.339
H -1.639 3.711 8.549
H -3.969 2.400 8.033
H -4.287 2.474 5.338
H -2.134 3.826 4.365
N -13.501 -4.853 4.159
C -14.539 -4.639 3.290
C -15.647 -5.293 3.781
C -15.266 -5.918 4.992
C -13.937 -5.628 5.203
H -12.562 -4.495 4.049
H -14.400 -4.043 2.398
H -16.625 -5.315 3.317
H -15.894 -6.515 5.641
H -13.265 -5.906 6.004
N 4.154 2.862 -5.325
C 5.268 2.537 -4.596
C 6.153 3.588 -4.679
C 5.549 4.585 -5.482
C 4.314 4.112 -5.865
H 3.340 2.273 -5.445
H 5.335 1.587 -4.082
H 7.128 3.633 -4.211
H 5.970 5.545 -5.752
H 3.539 4.555 -6.475
N 7.928 3.721 -7.829
C 8.334 3.384 -9.094
C 9.655 3.000 -9.029
C 10.058 3.105 -7.677
C 8.972 3.549 -6.957
H 7.003 4.046 -7.578
H 7.650 3.446 -9.930
H 10.262 2.679 -9.866
H 11.036 2.880 -7.271
H 8.853 3.759 -5.902
N -0.972 -1.399 -7.624
C -1.993 -2.297 -7.796
C -2.817 -1.818 -8.790
C -2.271 -0.591 -9.236
C -1.130 -0.358 -8.502
H -0.219 -1.491 -6.955
H -2.046 -3.197 -7.198
H -3.715 -2.301 -9.154
H -2.667 0.052 -10.011
H -0.421 0.458 -8.527
N -3.249 -5.647 1.059
C -2.517 -6.516 1.826
C -2.889 -6.342 3.140
C -3.885 -5.336 3.166
C -4.090 -4.927 1.868
H -3.181 -5.553 0.054
H -1.795 -7.182 1.372
H -2.488 -6.881 3.988
H -4.398 -4.952 4.039
H -4.759 -4.186 1.451
N 6.924 8.165 -5.450
C 6.159 8.393 -4.336
C 5.532 9.610 -4.491
C 5.929 10.131 -5.746
C 6.786 9.218 -6.317
H 7.499 7.348 -5.607
H 6.127 7.673 -3.529
H 4.861 10.071 -3.779
H 5.623 11.072 -6.185
H 7.309 9.227 -7.264
*
```

Results of the Mulliken charge analysis, in e, for atoms 1 through 99: C -0.843; C -0.540; C -0.465; C -0.479; C -0.404; C -0.467; C -0.340; C -0.686; C 0.010; C -0.546; C -0.505; C 0.034; C -0.615; C -0.481; C -0.054; C -1.060; N 0.218; C -0.368; O -0.117; N 0.021; O -0.302; P 0.804; O -0.577; O -0.468; O -0.406; H 0.158; H 0.269; H 0.306; H 0.276; H 0.287; H 0.277; H 0.268; H 0.249; H 0.296; H -0.028; H 0.295; H 0.394; H 0.157; H 0.303; H 0.019; H 0.266; H 0.243; H 0.212; H 0.115; H 0.306; H 0.049; H 0.265; H 0.105; H -0.177; H 0.399; H 0.346; H 0.129; H 0.314; H 0.255; H 0.446; H -0.256; H 0.471; H 0.354; H 0.547; H 0.344; H 0.400; H 0.345; H 0.353; N 0.036; C -0.842; C 0.197; C -0.907; C -0.449; H 0.237; H 0.471; H 0.431; H 0.421; H 0.429; N 0.015; C -0.455; C -0.649; C -0.301; C -0.471; H 0.206; H 0.384; H 0.378; H 0.439; H 0.484; N 0.066; C -0.992; C 0.030; C -0.250; C -1.570; H 0.234; H 0.452; H 0.637; H 0.735; H 0.570; N 0.003; C -0.451; C -0.644; C -0.020; C -0.793; H 0.217